The following is a DFT calculation (ωB97M-V/def2-TZVPD) of 11 unconnected molecules or ions with the total composition C56H134O10 at a distorted geometry.

```
200
Properties=species:S:1:pos:R:3:forces:R:3
C 3.740940 -0.059974 -6.088330 0.37 -0.36 -0.14
C 2.557146 -0.482553 -5.222986 -0.41 -0.06 -0.78
C 1.270400 -0.451804 -6.068385 -0.13 0.04 -0.11
C -0.053626 -0.586678 -5.295122 0.24 -0.12 0.14
C -1.298599 -0.237890 -6.123317 0.23 -0.46 -0.09
C -1.490376 -1.220062 -7.279277 -0.21 0.09 -0.03
H 3.669091 0.995565 -6.340836 0.07 0.09 -0.04
H 3.788812 -0.629092 -7.027596 -0.27 0.11 0.14
H 4.710874 -0.247953 -5.619421 -0.13 0.20 0.22
H 2.710174 -1.508718 -4.879554 0.00 0.12 0.39
H 2.445324 0.213547 -4.386003 0.08 -0.25 0.14
H 1.342483 -1.227635 -6.845799 0.02 0.09 0.21
H 1.262771 0.493512 -6.623172 -0.09 0.09 0.05
H -0.138916 -1.610680 -4.900037 -0.03 0.09 -0.05
H -0.001452 0.061014 -4.416300 -0.06 0.10 -0.02
H -2.201015 -0.262798 -5.507433 0.09 0.18 0.15
H -1.177517 0.777875 -6.505944 -0.11 0.04 -0.02
H -0.565481 -1.290293 -7.851453 -0.16 -0.16 -0.18
H -1.779659 -2.211909 -6.925001 0.30 -0.01 0.12
H -2.305432 -0.932085 -7.944864 0.12 0.25 -0.08
C 1.717544 -1.552216 6.316533 0.05 0.40 -0.50
C 1.467526 -0.177589 5.677641 0.16 -0.29 -0.61
C 0.039769 0.348421 5.892936 0.25 0.07 0.09
C -1.044533 -0.283923 5.007327 -0.14 0.02 0.20
C -2.293308 0.607763 4.929088 0.10 0.05 -0.34
C -3.433308 0.024171 4.080180 0.42 0.35 0.48
H 1.072149 -2.278364 5.821707 -0.02 -0.22 0.30
H 1.523522 -1.536336 7.393183 -0.05 -0.03 -0.13
H 2.752561 -1.863833 6.152074 -0.08 -0.03 0.07
H 2.241994 0.536379 5.972688 -0.29 0.11 0.48
H 1.660165 -0.244122 4.585171 -0.26 -0.18 0.31
H 0.051283 1.427682 5.708095 -0.11 0.02 -0.03
H -0.242549 0.217538 6.946402 0.06 0.09 -0.09
H -0.633475 -0.457353 4.008498 -0.11 0.20 -0.09
H -1.333534 -1.280018 5.373065 0.10 0.13 0.06
H -2.667600 0.817058 5.938201 0.09 -0.04 -0.05
H -1.994994 1.576110 4.505924 -0.01 -0.01 0.08
H -3.761515 -0.891792 4.572956 -0.15 -0.18 -0.39
H -4.275856 0.723376 4.051848 0.08 -0.15 -0.06
H -3.091463 -0.155711 3.053486 -0.16 -0.19 0.17
C -3.700010 4.055438 2.829001 -0.03 -0.06 0.68
C -3.540782 4.747023 1.495538 0.14 -0.29 0.29
C -2.746627 3.860352 0.566964 0.62 -0.26 -0.53
C -2.485632 4.535339 -0.777425 -0.32 0.35 -0.09
C -1.718647 3.716790 -1.818427 -0.30 -0.03 0.29
C -1.338281 4.539865 -3.033499 0.17 0.04 -1.14
H -2.736656 3.938771 3.334794 0.12 -0.07 -0.14
H -4.098407 3.048513 2.671505 -0.15 0.08 0.22
H -4.319577 4.608906 3.544405 -0.15 -0.16 -0.23
H -4.524679 4.929110 1.058184 0.03 0.31 0.00
H -2.996695 5.684278 1.648891 -0.26 0.15 -0.21
H -3.250356 2.890208 0.436440 -0.05 0.24 -0.08
H -1.786211 3.608136 1.032798 0.03 0.06 0.01
H -3.466092 4.841203 -1.187211 0.27 -0.13 -0.09
H -1.960657 5.484620 -0.600310 0.09 -0.14 0.01
H -0.819033 3.289613 -1.357434 -0.06 0.07 -0.01
H -2.359872 2.878079 -2.109039 0.15 -0.12 -0.05
H -2.202477 4.894185 -3.621712 0.04 0.09 0.58
H -0.707755 5.393329 -2.770860 -0.24 -0.04 0.13
H -0.774285 3.979434 -3.798500 0.02 -0.15 0.47
C 4.498993 -5.165657 -1.922135 -0.39 0.22 -0.15
C 3.009933 -4.934850 -2.215289 0.12 -0.44 0.10
C 2.674560 -4.474497 -3.625588 -0.01 -0.42 -0.70
C 1.154781 -4.500653 -3.890741 0.39 0.72 0.32
C 0.829568 -4.366946 -5.371492 0.19 -0.16 -0.33
C -0.617919 -4.610819 -5.778193 0.08 0.00 0.04
H 4.907822 -5.966967 -2.542483 -0.06 0.09 -0.06
H 4.647945 -5.454937 -0.879715 0.02 0.10 -0.02
H 5.052503 -4.250133 -2.123575 0.24 -0.08 0.03
H 2.499846 -5.887799 -2.038926 -0.12 0.06 0.00
H 2.568676 -4.231975 -1.499369 0.13 0.03 0.05
H 3.134710 -5.129921 -4.391520 0.01 -0.01 0.47
H 3.114898 -3.491848 -3.845034 -0.22 0.04 0.19
H 0.757341 -5.434159 -3.481731 -0.08 -0.01 -0.10
H 0.711328 -3.674747 -3.309831 -0.18 -0.21 -0.11
H 1.142489 -3.388661 -5.744526 0.11 0.08 0.08
H 1.459197 -5.096186 -5.895218 -0.05 0.04 -0.06
H -0.943223 -5.577552 -5.389031 -0.25 0.10 0.05
H -1.280842 -3.808730 -5.448522 -0.05 -0.16 0.33
H -0.727781 -4.635889 -6.863198 0.13 -0.08 -0.04
C 0.498428 -8.512143 -1.806647 0.01 0.21 0.31
C -0.685498 -7.545027 -1.817669 -0.35 0.02 -0.47
C -0.691417 -6.466956 -0.738443 -0.03 0.00 0.03
C -1.866859 -5.496006 -0.898157 0.42 -0.48 -0.53
C -1.754912 -4.319660 0.022648 0.75 1.27 1.18
C -2.938288 -3.362405 -0.056716 -0.14 -0.35 -0.15
H 0.538210 -9.100959 -2.726037 -0.07 -0.09 0.19
H 0.467377 -9.170019 -0.932579 -0.12 -0.10 -0.19
H 1.449446 -7.981419 -1.723344 -0.02 0.15 -0.11
H -0.735599 -7.041738 -2.799253 0.21 -0.01 0.24
H -1.634991 -8.095404 -1.793081 0.14 -0.12 0.20
H 0.247632 -5.899633 -0.816923 -0.12 -0.01 0.09
H -0.720502 -6.883237 0.280514 0.09 -0.12 -0.26
H -1.861368 -5.154680 -1.947194 -0.08 0.11 0.21
H -2.828540 -6.011666 -0.770965 0.14 -0.01 0.14
H -1.558877 -4.592878 1.080152 -0.50 -0.40 -0.44
H -0.826874 -3.739399 -0.158582 -0.25 -0.28 -0.50
H -2.768386 -2.397271 0.421333 0.04 -0.07 0.11
H -3.139683 -3.166399 -1.110088 -0.14 0.12 -0.06
H -3.831571 -3.831414 0.373273 0.06 0.18 -0.06
C 0.061943 7.153656 3.763888 -0.49 -0.26 0.74
C -1.125247 6.897436 4.712270 -0.13 0.02 0.46
C -0.762016 6.313937 6.106165 -0.09 0.56 -0.53
C -1.885036 6.501354 7.127408 -0.61 -0.65 -0.05
C -3.134110 5.655595 6.794210 -0.22 0.24 -0.26
C -3.035516 4.156295 7.085081 0.12 0.36 0.14
H 0.690246 7.968599 4.142552 -0.05 -0.17 -0.14
H -0.327203 7.417938 2.779317 0.23 -0.01 -0.02
H 0.661340 6.238721 3.708707 0.07 0.17 -0.23
H -1.684508 7.834546 4.875027 0.13 -0.22 -0.16
H -1.814325 6.187326 4.249492 -0.06 0.16 -0.22
H 0.132292 6.850409 6.453971 0.01 -0.47 0.05
H -0.586280 5.240203 5.974535 0.48 0.15 0.18
H -1.568733 6.213070 8.143956 0.11 0.35 -0.28
H -2.202682 7.547817 7.109335 0.20 0.03 0.28
H -4.012864 6.056271 7.310875 0.17 0.00 0.20
H -3.374018 5.820736 5.739620 0.02 -0.17 -0.07
H -3.958952 3.653458 6.798942 0.03 -0.07 -0.10
H -2.201434 3.693562 6.552293 -0.06 -0.06 0.04
H -2.901247 3.988733 8.159045 0.10 -0.03 -0.11
C -6.261605 -0.947667 -4.325659 0.49 0.12 0.30
O -5.220503 -0.293991 -3.614557 0.28 0.31 0.21
C -4.126962 -1.074289 -3.149001 -0.03 -0.04 0.17
C -3.063116 -0.180602 -2.472716 -0.14 -0.11 -0.21
O -3.224189 0.112033 -1.095866 -0.69 0.11 -0.13
C -4.468757 0.693648 -0.731582 -0.54 0.05 -0.25
H -6.720868 -1.740310 -3.722583 0.06 -0.03 -0.11
H -5.897901 -1.347813 -5.280681 -0.05 -0.09 0.12
H -7.004326 -0.173231 -4.521484 0.02 -0.14 -0.04
H -3.628278 -1.587176 -3.990190 -0.16 0.06 0.08
H -4.470966 -1.846562 -2.437571 0.04 0.15 -0.16
H -2.971400 0.744218 -3.059597 -0.08 -0.01 0.03
H -2.097067 -0.697503 -2.507894 -0.15 0.00 -0.17
H -4.466965 0.781803 0.355359 0.01 0.01 -0.09
H -5.334765 0.098153 -1.049854 0.28 -0.30 0.18
H -4.689840 1.679642 -1.180394 0.65 -0.10 0.06
C 0.740442 -5.574861 5.223025 -0.02 -0.38 -0.07
O -0.071950 -4.438897 5.029772 -0.14 0.25 -0.27
C -0.599726 -4.241648 3.725895 0.14 0.17 -0.26
C 0.130384 -3.145796 2.933262 0.01 -0.41 0.25
O 1.400046 -3.543392 2.440744 -0.37 -0.14 0.20
C 2.036224 -2.502946 1.702465 -0.11 -0.50 0.61
H 1.548341 -5.669850 4.483646 -0.08 0.27 0.17
H 0.158888 -6.507425 5.189911 -0.11 0.12 -0.09
H 1.142981 -5.496757 6.234291 0.14 0.07 -0.17
H -1.638522 -3.885936 3.830468 0.26 -0.07 0.14
H -0.656754 -5.184448 3.167705 0.21 0.03 0.02
H 0.253671 -2.311115 3.629728 0.02 0.16 -0.12
H -0.533847 -2.831876 2.110117 0.15 0.05 0.04
H 3.065342 -2.824364 1.555243 0.01 0.02 -0.22
H 2.061174 -1.579734 2.297990 -0.11 0.03 -0.22
H 1.518792 -2.346248 0.754679 0.11 0.20 0.01
C 1.467512 7.031550 -2.442858 0.04 -0.05 0.91
O 0.709990 6.935034 -1.228806 0.02 -0.16 -0.18
C 1.443410 6.661033 -0.047950 -0.24 -0.74 -0.71
C 1.910926 5.209702 0.096995 0.37 -0.86 -0.41
O 2.881195 4.809320 -0.891695 -0.25 0.42 0.25
C 3.094065 3.398093 -0.984162 -0.41 0.76 0.38
H 2.067720 7.951191 -2.448734 -0.24 0.09 -0.10
H 0.703811 7.034773 -3.220074 0.40 0.04 -0.20
H 2.172012 6.199609 -2.509586 -0.29 -0.05 -0.33
H 0.693245 6.802621 0.746008 0.63 0.27 0.04
H 2.304970 7.335859 0.002219 -0.08 0.08 0.38
H 1.076485 4.489227 0.032681 -0.09 0.41 0.06
H 2.353911 5.096239 1.102640 -0.01 0.10 -0.15
H 3.444737 3.008635 -0.023679 0.08 -0.10 -0.02
H 3.852035 3.257124 -1.752774 -0.09 -0.15 0.05
H 2.155129 2.885037 -1.232383 0.14 -0.02 -0.08
C 5.950376 1.235659 -0.413784 -0.08 0.15 -0.67
O 5.485302 0.796742 -1.690050 0.10 0.22 -0.16
C 4.527440 -0.232551 -1.639624 0.27 0.00 0.25
C 5.109342 -1.584019 -1.295776 0.28 -0.16 0.06
O 5.686227 -1.536716 0.005017 -0.52 -0.39 -0.16
C 6.713759 -2.486662 0.184141 -0.03 -0.02 0.09
H 6.671001 0.517424 -0.026451 -0.10 0.28 0.31
H 5.099153 1.386257 0.249950 0.02 -0.26 0.32
H 6.400809 2.214190 -0.571773 0.17 -0.04 -0.05
H 4.069359 -0.301451 -2.631510 0.00 0.09 0.07
H 3.761145 0.021940 -0.896618 -0.16 -0.05 -0.03
H 5.904239 -1.887998 -1.998018 -0.25 0.26 -0.12
H 4.297095 -2.325842 -1.378045 0.14 -0.03 0.25
H 6.358070 -3.526466 0.163150 -0.13 0.15 -0.04
H 7.151888 -2.300152 1.169922 0.05 0.00 -0.27
H 7.454093 -2.364258 -0.616594 0.17 -0.08 0.22
C 0.856447 2.802047 2.557995 -0.17 -0.72 -0.12
O 0.373382 2.268166 1.338011 0.42 0.32 -0.29
C -0.110210 0.945536 1.443349 0.44 0.10 0.54
C -0.218304 0.323180 0.082934 -0.34 -0.29 -0.41
O 1.006682 -0.281625 -0.322908 -0.09 0.34 0.36
C 0.943134 -0.757278 -1.650247 -0.79 0.51 0.34
H 0.019418 2.923014 3.260557 0.22 0.10 0.12
H 1.335734 3.751375 2.345495 -0.18 0.11 0.02
H 1.617829 2.126922 2.985011 -0.22 0.13 0.08
H -1.087913 0.957843 1.941333 -0.09 -0.07 -0.04
H 0.583075 0.363247 2.074823 -0.17 -0.06 -0.13
H -0.522969 1.098967 -0.634000 0.08 -0.04 0.00
H -1.043304 -0.413204 0.087524 0.31 -0.01 -0.03
H 0.671824 0.089922 -2.305153 0.19 -0.34 -0.11
H 0.138526 -1.519195 -1.728068 0.46 0.06 -0.18
H 1.926427 -1.145370 -1.906200 -0.14 -0.16 -0.12
```
Positions in Å, forces in eV/Å.

Calculated values
LUMO, eV: 0.7
HOMO level, eV: -9.241
Structure (SMILES): CCCCCC.CCCCCC.CCCCCC.CCCCCC.CCCCCC.CCCCCC.COCCOC.COCCOC.COCCOC.COCCOC.COCCOC
2S+1: 1

Atomic partial charges in e from the Löwdin method, atoms 1 to 99: -0.112 -0.266 -0.228 -0.216 -0.245 -0.099 0.073 0.077 0.067 0.084 0.097 0.101 0.117 0.096 0.087 0.084 0.108 0.066 0.051 0.071 -0.097 -0.265 -0.213 -0.223 -0.272 -0.103 0.047 0.075 0.072 0.099 0.086 0.096 0.115 0.077 0.118 0.109 0.082 0.071 0.063 0.059 -0.121 -0.268 -0.229 -0.212 -0.254 -0.105 0.057 0.066 0.070 0.113 0.109 0.097 0.103 0.120 0.111 0.090 0.090 0.080 0.043 0.071 -0.101 -0.268 -0.218 -0.211 -0.266 -0.106 0.075 0.072 0.043 0.083 0.099 0.119 0.097 0.094 0.106 0.087 0.110 0.069 0.050 0.071 -0.106 -0.280 -0.223 -0.232 -0.285 -0.095 0.070 0.073 0.053 0.088 0.109 0.102 0.120 0.114 0.123 0.093 0.104 0.058 0.054